{
  "formula": "C25H44N2O4ReSi",
  "method": "ωB97M-V with the def2-TZVPD basis set",
  "relative_energy_kcal_mol": 0.0,
  "e_homo_ev": [-14.90, -14.91],
  "multiplicity": 4,
  "total_charge": 2,
  "gap_ev": [6.27, 6.06],
  "s2": 3.77,
  "symbols": ["C", "C", "H", "H", "H", "H", "H", "H", "C", "C", "C", "C", "H", "H", "H", "H", "N", "C", "C", "N", "C", "C", "C", "H", "H", "C", "H", "H", "Re", "C", "H", "H", "H", "C", "C", "C", "C", "O", "Si", "O", "O", "C", "C", "C", "C", "O", "C", "C", "C", "C", "H", "H", "H", "H", "H", "H", "H", "H", "H", "H", "H", "H", "H", "H", "H", "H", "H", "H", "H", "H", "H", "H", "H", "H", "H", "H", "H"],
  "xyz": [[-5.475, 0.292, 0.337], [-5.474, 1.591, -0.463], [-5.670, -0.568, -0.308], [-6.257, 0.307, 1.100], [-4.520, 0.123, 0.842], [-4.609, 1.660, -1.125], [-6.372, 1.660, -1.083], [-5.468, 2.465, 0.193], [1.005, -2.905, -0.037], [1.903, -3.949, -0.228], [3.033, -3.764, -1.025], [3.254, -2.527, -1.608], [0.106, -2.963, 0.578], [1.715, -4.894, 0.273], [3.743, -4.572, -1.176], [4.147, -2.281, -2.175], [1.213, -1.711, -0.645], [2.305, -1.503, -1.425], [2.425, -0.145, -1.886], [1.429, 0.698, -1.419], [1.472, 2.028, -1.756], [3.528, 1.700, -2.980], [2.500, 2.533, -2.537], [0.656, 2.632, -1.362], [2.470, 3.594, -2.770], [3.506, 0.360, -2.624], [4.301, -0.334, -2.880], [4.332, 2.099, -3.587], [0.116, 0.101, 0.016], [-1.044, 1.796, 0.257], [-1.440, 2.071, -0.741], [-0.554, 2.698, 0.686], [-1.910, 1.554, 0.905], [3.904, -0.674, 4.605], [2.609, -1.398, 4.268], [2.759, -2.066, 2.912], [2.261, -2.418, 5.342], [1.486, -0.425, 4.267], [0.678, 0.550, 3.258], [0.627, -0.092, 1.759], [-0.883, 0.726, 3.695], [-1.844, -0.222, 4.254], [-2.030, -1.427, 3.335], [-1.330, -0.708, 5.603], [-3.142, 0.569, 4.384], [1.398, 2.020, 3.190], [1.057, 3.282, 3.863], [0.160, 4.114, 2.952], [0.328, 3.014, 5.175], [2.373, 4.007, 4.135], [4.720, -1.408, 4.677], [3.831, -0.145, 5.562], [4.167, 0.045, 3.819], [3.555, -2.825, 2.963], [1.845, -2.587, 2.608], [3.050, -1.349, 2.133], [2.123, -1.927, 6.314], [1.339, -2.956, 5.087], [3.067, -3.157, 5.436], [-1.111, -2.026, 3.267], [-2.812, -2.075, 3.761], [-2.348, -1.133, 2.324], [-1.094, 0.136, 6.263], [-2.099, -1.326, 6.088], [-0.429, -1.322, 5.471], [-3.001, 1.443, 5.035], [-3.478, 0.925, 3.400], [-3.927, -0.066, 4.812], [-0.801, 3.611, 2.784], [-0.038, 5.079, 3.443], [0.646, 4.314, 1.989], [0.932, 2.372, 5.831], [0.156, 3.968, 5.695], [-0.650, 2.550, 4.991], [3.006, 3.428, 4.821], [2.928, 4.188, 3.206], [2.158, 4.975, 4.604]]
}

{
  "formula": "C25H44N8O6S3Y",
  "method": "ωB97M-V with the def2-TZVPD basis set",
  "e_homo_ev": -9.08,
  "total_charge": 1,
  "gap_ev": 6.31,
  "symbols": ["Y", "N", "C", "C", "N", "C", "C", "N", "H", "H", "H", "H", "H", "H", "H", "H", "H", "H", "H", "H", "H", "C", "C", "N", "O", "C", "C", "N", "O", "H", "H", "H", "H", "H", "H", "H", "C", "O", "C", "C", "O", "C", "H", "H", "H", "H", "H", "H", "H", "H", "H", "H", "S", "C", "S", "C", "N", "N", "C", "C", "C", "C", "C", "C", "S", "H", "H", "H", "H", "H", "O", "C", "O", "C", "N", "C", "C", "C", "H", "H", "H", "H", "H", "H", "H", "H", "H"],
  "xyz": [[-0.349, -0.029, 0.342], [-0.565, -0.956, 2.771], [-1.708, -1.869, 2.939], [-1.672, -2.873, 1.806], [-1.754, -2.217, 0.491], [-3.116, -2.137, -0.052], [-3.853, -0.914, 0.455], [-3.006, 0.272, 0.227], [-0.628, -0.173, 3.412], [0.295, -1.454, 2.981], [-1.696, -2.391, 3.899], [-2.617, -1.271, 2.903], [-0.722, -3.411, 1.841], [-2.470, -3.611, 1.932], [-1.149, -2.736, -0.149], [-3.035, -2.075, -1.136], [-3.690, -3.039, 0.183], [-4.817, -0.838, -0.054], [-4.064, -0.995, 1.521], [-3.017, 0.478, -0.771], [-3.384, 1.074, 0.716], [3.797, -0.342, 2.648], [2.556, -0.455, 1.819], [1.709, 0.507, 1.716], [2.046, 1.614, 2.483], [2.263, -1.708, 1.081], [3.119, -2.924, 1.181], [1.185, -1.682, 0.360], [0.816, -2.681, -0.375], [4.183, 0.673, 2.615], [4.557, -1.040, 2.306], [3.575, -0.568, 3.695], [1.387, 2.301, 2.250], [3.330, -3.177, 2.222], [4.079, -2.793, 0.673], [2.599, -3.752, 0.704], [2.464, 0.162, -1.914], [1.658, 1.063, -1.140], [1.392, 2.244, -1.876], [0.646, 3.175, -0.977], [-0.613, 2.628, -0.564], [-1.711, 3.130, -1.320], [3.405, 0.653, -2.171], [1.930, -0.131, -2.821], [2.662, -0.717, -1.312], [0.830, 2.003, -2.782], [2.339, 2.717, -2.160], [0.488, 4.130, -1.483], [1.217, 3.355, -0.065], [-1.703, 2.754, -2.344], [-1.679, 4.223, -1.326], [-2.629, 2.805, -0.832], [-1.229, -5.081, -5.019], [-0.859, -3.589, -4.425], [-1.974, -2.635, -3.497], [-0.789, -1.398, -3.252], [0.334, -1.646, -3.827], [0.290, -2.862, -4.487], [1.519, -3.279, -5.098], [1.511, -3.868, -6.350], [2.716, -4.254, -6.923], [3.914, -4.047, -6.256], [3.907, -3.444, -5.003], [2.710, -3.060, -4.420], [-1.076, 0.065, -2.330], [0.579, -4.025, -6.872], [2.710, -4.717, -7.901], [4.847, -4.356, -6.707], [4.837, -3.278, -4.475], [2.688, -2.598, -3.442], [0.148, 3.436, 2.231], [-0.971, 2.880, 2.310], [-1.276, 1.703, 2.047], [-2.096, 3.740, 2.885], [-1.516, 5.130, 3.097], [-1.499, 5.396, 4.583], [-2.658, 4.563, 5.100], [-2.550, 3.275, 4.280], [-2.919, 3.795, 2.175], [-2.022, 5.848, 2.588], [-0.559, 5.001, 2.723], [-1.569, 6.464, 4.769], [-0.542, 5.030, 4.951], [-3.604, 5.069, 4.892], [-2.593, 4.396, 6.173], [-3.491, 2.733, 4.229], [-1.800, 2.608, 4.707]]
}

{
  "formula": "C25H44NO5",
  "method": "ωB97M-V with the def2-TZVPD basis set",
  "relative_energy_kcal_mol": 0.0,
  "e_homo_ev": -11.54,
  "total_charge": 1,
  "gap_ev": 8.16,
  "symbols": ["C", "C", "C", "C", "C", "C", "N", "C", "C", "C", "O", "H", "H", "H", "H", "H", "H", "H", "H", "H", "H", "H", "H", "C", "C", "C", "O", "C", "H", "H", "H", "H", "H", "H", "H", "H", "C", "C", "C", "O", "C", "H", "H", "H", "H", "H", "H", "H", "H", "C", "C", "C", "O", "C", "H", "H", "H", "H", "H", "H", "H", "H", "C", "C", "C", "O", "C", "H", "H", "H", "H", "H", "H", "H", "H"],
  "xyz": [[2.158, -2.190, -1.136], [1.823, -1.022, -0.564], [0.622, -0.275, -1.007], [-0.641, -0.772, -0.727], [-1.774, -0.062, -1.112], [-1.649, 1.114, -1.791], [-0.412, 1.589, -2.065], [0.703, 0.937, -1.695], [2.016, 1.570, -2.009], [2.521, 2.323, -0.759], [2.090, 3.671, -0.812], [2.545, -3.021, -0.555], [2.027, -2.345, -2.204], [2.464, -0.607, 0.208], [-0.733, -1.704, -0.179], [-2.769, -0.423, -0.901], [-2.496, 1.709, -2.103], [-0.281, 2.474, -2.539], [1.907, 2.296, -2.815], [2.707, 0.785, -2.309], [3.602, 2.256, -0.663], [2.062, 1.864, 0.119], [1.348, 3.750, -0.200], [-2.373, 5.952, -2.125], [-3.193, 6.124, -0.847], [-4.142, 4.934, -0.918], [-3.428, 3.894, -1.609], [-2.252, 4.439, -2.197], [-1.408, 6.454, -2.099], [-2.930, 6.326, -2.985], [-2.543, 6.036, 0.027], [-3.717, 7.075, -0.787], [-5.041, 5.173, -1.490], [-4.443, 4.568, 0.064], [-1.386, 4.085, -1.617], [-2.162, 4.075, -3.226], [-4.444, -4.237, 1.163], [-3.649, -5.536, 1.070], [-2.290, -5.036, 0.603], [-2.134, -3.720, 1.150], [-3.388, -3.267, 1.674], [-5.311, -4.298, 1.818], [-4.788, -3.936, 0.171], [-3.565, -5.994, 2.057], [-4.083, -6.269, 0.392], [-2.245, -4.967, -0.489], [-1.466, -5.663, 0.944], [-3.333, -3.280, 2.767], [-3.563, -2.239, 1.350], [-1.819, 2.154, 2.599], [-0.579, 2.681, 3.323], [0.431, 2.779, 2.188], [-0.329, 3.067, 0.996], [-1.725, 2.882, 1.268], [-2.754, 2.351, 3.119], [-1.731, 1.075, 2.450], [-0.780, 3.672, 3.735], [-0.236, 2.040, 4.132], [0.956, 1.828, 2.045], [1.170, 3.566, 2.342], [-2.208, 3.863, 1.320], [-2.174, 2.326, 0.448], [6.214, -5.504, 0.100], [6.740, -4.130, 0.505], [5.635, -3.214, 0.000], [4.417, -3.963, 0.086], [4.719, -5.344, 0.333], [6.642, -6.325, 0.671], [6.415, -5.684, -0.958], [6.818, -4.064, 1.592], [7.713, -3.889, 0.080], [5.799, -2.935, -1.047], [5.536, -2.302, 0.590], [4.451, -5.577, 1.368], [4.116, -5.965, -0.329]]
}

{
  "formula": "C25H44NO7",
  "method": "ωB97M-V with the def2-TZVPD basis set",
  "relative_energy_kcal_mol": 13.1,
  "e_homo_ev": -10.60,
  "total_charge": 1,
  "gap_ev": 5.70,
  "symbols": ["C", "C", "O", "C", "C", "C", "N", "C", "C", "C", "C", "O", "O", "H", "H", "H", "H", "H", "H", "H", "H", "H", "H", "H", "H", "C", "C", "C", "O", "C", "H", "H", "H", "H", "H", "H", "H", "H", "C", "C", "C", "O", "C", "H", "H", "H", "H", "H", "H", "H", "H", "C", "C", "C", "O", "C", "H", "H", "H", "H", "H", "H", "H", "H", "C", "C", "C", "O", "C", "H", "H", "H", "H", "H", "H", "H", "H"],
  "xyz": [[2.955, -1.940, 3.223], [3.312, -1.659, 1.746], [4.088, -0.478, 1.680], [2.090, -1.636, 0.747], [0.758, -1.700, 1.496], [0.177, -2.922, 1.764], [-0.970, -2.972, 2.449], [-1.596, -1.878, 2.899], [-1.065, -0.635, 2.663], [0.141, -0.512, 1.941], [0.718, 0.876, 1.721], [1.842, 1.195, 1.988], [-0.137, 1.826, 1.207], [2.310, -1.166, 3.675], [2.518, -2.941, 3.360], [3.902, -1.894, 3.784], [3.960, -2.493, 1.427], [3.976, -0.011, 2.516], [2.119, -0.773, 0.067], [2.157, -2.531, 0.109], [0.644, -3.858, 1.457], [-1.348, -3.897, 2.648], [-2.524, -1.906, 3.466], [-1.563, 0.248, 3.060], [-0.973, 1.745, 1.691], [-5.097, -3.559, -1.498], [-3.576, -3.529, -1.484], [-3.292, -2.914, -0.125], [-4.358, -3.295, 0.741], [-5.416, -3.874, -0.043], [-5.515, -4.287, -2.191], [-5.488, -2.573, -1.761], [-3.185, -4.549, -1.523], [-3.137, -2.967, -2.307], [-3.281, -1.819, -0.188], [-2.343, -3.246, 0.301], [-5.422, -4.954, 0.138], [-6.373, -3.464, 0.278], [-5.435, -4.290, 5.460], [-5.661, -4.345, 3.955], [-4.288, -4.751, 3.450], [-3.689, -5.552, 4.472], [-4.469, -5.444, 5.674], [-6.348, -4.387, 6.045], [-4.956, -3.344, 5.730], [-6.391, -5.122, 3.717], [-6.012, -3.407, 3.527], [-3.648, -3.873, 3.289], [-4.333, -5.320, 2.521], [-5.002, -6.388, 5.816], [-3.807, -5.288, 6.526], [3.442, 2.830, -0.793], [4.104, 4.017, -1.478], [3.242, 4.180, -2.719], [1.922, 3.741, -2.364], [1.972, 3.071, -1.103], [3.646, 2.767, 0.276], [3.775, 1.898, -1.259], [4.021, 4.904, -0.845], [5.156, 3.862, -1.708], [3.600, 3.547, -3.537], [3.204, 5.210, -3.070], [1.510, 3.725, -0.355], [1.395, 2.144, -1.158], [4.382, 7.155, -7.398], [3.174, 7.733, -6.679], [3.106, 6.863, -5.435], [4.453, 6.472, -5.128], [5.298, 6.804, -6.238], [4.841, 7.842, -8.109], [4.095, 6.248, -7.937], [3.369, 8.772, -6.399], [2.257, 7.706, -7.267], [2.525, 5.952, -5.618], [2.673, 7.385, -4.580], [5.915, 7.661, -5.948], [5.955, 5.962, -6.460]]
}

{
  "formula": "C25H45Cl4O6P",
  "method": "ωB97M-V with the def2-TZVPD basis set",
  "relative_energy_kcal_mol": 0.0,
  "e_homo_ev": -9.08,
  "gap_ev": 9.60,
  "smiles": "COCCCCCCCCCCO[P@@](=O)(O)OC[C@H](C)OCc1ccccc1.ClCCCl.ClCCCl",
  "symbols": ["C", "O", "C", "C", "C", "C", "C", "C", "C", "C", "C", "C", "O", "P", "O", "O", "O", "C", "C", "C", "O", "C", "C", "C", "C", "C", "C", "C", "H", "H", "H", "H", "H", "H", "H", "H", "H", "H", "H", "H", "H", "H", "H", "H", "H", "H", "H", "H", "H", "H", "H", "H", "H", "H", "H", "H", "H", "H", "H", "H", "H", "H", "H", "H", "H", "Cl", "C", "C", "Cl", "H", "H", "H", "H", "Cl", "C", "C", "Cl", "H", "H", "H", "H"],
  "xyz": [[-5.128, 4.587, 1.872], [-4.379, 4.779, 0.690], [-3.562, 3.658, 0.363], [-3.497, 3.488, -1.155], [-2.082, 3.257, -1.702], [-1.136, 4.467, -1.550], [-0.088, 4.352, -0.441], [0.939, 3.216, -0.646], [1.168, 2.327, 0.583], [-0.072, 1.582, 1.086], [-0.439, 0.431, 0.142], [-1.864, -0.068, 0.368], [-2.511, -0.487, -0.864], [-3.026, -1.993, -0.966], [-3.509, -2.572, 0.287], [-4.153, -1.885, -2.087], [-1.896, -2.863, -1.673], [-0.540, -2.402, -1.562], [0.453, -3.429, -2.069], [0.009, -4.155, -3.327], [0.763, -4.377, -1.049], [2.084, -4.284, -0.563], [2.234, -3.275, 0.557], [1.159, -2.915, 1.362], [1.301, -1.981, 2.377], [2.535, -1.390, 2.614], [3.617, -1.753, 1.823], [3.468, -2.677, 0.800], [-5.986, 3.938, 1.671], [-4.513, 4.162, 2.671], [-5.486, 5.557, 2.211], [-3.973, 2.768, 0.849], [-2.569, 3.829, 0.789], [-3.893, 4.401, -1.601], [-4.126, 2.638, -1.427], [-2.204, 3.053, -2.769], [-1.666, 2.346, -1.268], [-0.627, 4.627, -2.501], [-1.763, 5.335, -1.327], [0.469, 5.293, -0.435], [-0.542, 4.273, 0.547], [1.904, 3.682, -0.860], [0.707, 2.612, -1.526], [1.618, 2.922, 1.381], [1.913, 1.572, 0.309], [-0.907, 2.268, 1.232], [0.198, 1.139, 2.049], [-0.338, 0.738, -0.901], [0.289, -0.363, 0.312], [-1.872, -0.877, 1.098], [-2.470, 0.753, 0.751], [-4.129, -1.025, -2.523], [-0.312, -2.239, -0.512], [-0.413, -1.454, -2.087], [1.352, -2.858, -2.323], [-0.742, -4.904, -3.090], [-0.352, -3.458, -4.082], [0.874, -4.682, -3.735], [2.345, -5.272, -0.171], [2.820, -4.059, -1.344], [0.188, -3.360, 1.181], [0.450, -1.712, 2.992], [2.665, -0.667, 3.409], [4.580, -1.298, 2.020], [4.313, -2.930, 0.170], [2.338, 1.944, 6.084], [0.655, 1.698, 6.618], [0.310, 0.237, 6.747], [0.274, -0.577, 5.162], [0.004, 2.196, 5.904], [0.551, 2.185, 7.586], [-0.680, 0.131, 7.187], [1.028, -0.287, 7.372], [2.730, -3.319, -6.033], [4.461, -3.255, -5.614], [4.732, -3.814, -4.242], [4.051, -2.782, -2.954], [4.784, -2.220, -5.691], [4.993, -3.845, -6.358], [5.806, -3.866, -4.073], [4.310, -4.809, -4.126]]
}

{
  "formula": "C25H45CrF3P2",
  "method": "ωB97M-V with the def2-TZVPD basis set",
  "relative_energy_kcal_mol": 104.3,
  "e_homo_ev": [-11.28, -11.34],
  "multiplicity": 4,
  "total_charge": 1,
  "gap_ev": [7.34, 7.91],
  "s2": 4.01,
  "symbols": ["Cr", "C", "C", "C", "C", "C", "C", "H", "H", "H", "C", "H", "H", "H", "C", "H", "H", "H", "C", "H", "H", "H", "C", "H", "H", "H", "C", "C", "C", "C", "C", "C", "C", "C", "H", "H", "H", "H", "H", "H", "H", "H", "H", "H", "H", "H", "P", "C", "H", "H", "H", "C", "H", "H", "H", "C", "H", "H", "H", "P", "C", "H", "H", "H", "C", "H", "H", "H", "C", "H", "H", "H", "F", "C", "F", "F"],
  "xyz": [[-0.179, -0.590, 0.537], [-1.212, -1.999, -0.932], [0.002, -1.494, -1.564], [0.730, -2.635, 0.354], [-0.748, -2.768, 0.219], [1.206, -1.865, -0.786], [-2.595, -2.123, -1.598], [-2.821, -1.254, -2.215], [-3.394, -2.220, -0.868], [-2.630, -3.002, -2.241], [-1.591, -3.770, 1.029], [-2.648, -3.724, 0.779], [-1.488, -3.631, 2.103], [-1.264, -4.786, 0.810], [1.601, -3.448, 1.327], [1.934, -4.375, 0.863], [1.053, -3.709, 2.232], [2.485, -2.891, 1.633], [2.644, -2.132, -1.308], [2.647, -3.079, -1.848], [3.349, -2.257, -0.488], [3.075, -1.406, -1.987], [-0.022, -1.411, -3.108], [-0.204, -2.412, -3.500], [0.923, -1.117, -3.558], [-0.835, -0.802, -3.493], [-0.321, 2.800, -1.110], [-0.809, 2.074, -2.135], [-0.716, 2.518, -3.579], [0.719, 2.352, -4.105], [1.698, 1.808, -3.050], [2.173, 2.583, -2.087], [1.741, 4.037, -1.892], [0.335, 4.160, -1.287], [-1.028, 3.559, -3.664], [1.074, 3.323, -4.448], [-1.436, 1.963, -4.180], [-0.292, 4.792, -1.916], [-0.286, 2.524, -0.082], [-1.281, 1.129, -2.069], [0.366, 4.671, -0.325], [2.489, 4.588, -1.324], [3.067, 2.336, -1.571], [1.757, 4.551, -2.851], [0.758, 1.778, -5.028], [2.221, 0.922, -3.290], [-2.311, 0.091, 1.361], [-3.441, -1.264, 2.070], [-4.313, -0.823, 2.550], [-2.946, -1.876, 2.819], [-3.811, -1.910, 1.280], [-2.503, 1.280, 2.824], [-3.538, 1.329, 3.160], [-2.197, 2.287, 2.544], [-1.887, 0.955, 3.662], [-3.743, 0.822, 0.340], [-3.521, 1.842, 0.028], [-4.660, 0.863, 0.926], [-3.938, 0.218, -0.545], [1.604, 0.444, 1.632], [3.423, 0.001, 1.214], [4.098, 0.775, 1.578], [3.602, -0.127, 0.151], [3.729, -0.948, 1.654], [1.682, 2.199, 2.374], [2.087, 2.911, 1.670], [2.334, 2.283, 3.242], [0.689, 2.523, 2.684], [2.132, -0.160, 3.388], [3.089, 0.252, 3.711], [2.231, -1.246, 3.421], [1.406, 0.143, 4.144], [0.565, -2.227, 3.459], [-0.391, -1.486, 2.925], [-1.244, -2.280, 3.609], [-0.474, -0.434, 3.724]]
}